A molecular structure, C19H18BF3O2, computed with ωB97M-V with the def2-TZVPD basis set.

XYZ file:
```
43
Properties=species:S:1:pos:R:3:nbo_charge:R:1
C -5.595 0.092 1.025 -0.657
C -4.427 -0.754 0.964 0.282
C -4.197 -2.134 1.166 -0.300
C -2.892 -2.199 1.597 -0.362
C -2.564 -0.923 2.036 0.608
B -0.229 -0.347 -0.705 1.005
F -0.697 -1.657 -0.688 -0.494
F -1.277 0.576 -0.634 -0.483
F -1.430 -0.434 2.309 -0.286
O -3.357 -0.035 1.370 -0.418
H -6.396 -0.673 0.967 0.222
H -5.574 0.661 1.997 0.227
H -5.556 0.817 0.179 0.229
H -4.890 -2.965 1.018 0.227
H -2.143 -2.992 1.509 0.237
C 3.314 -2.073 -4.568 -0.261
O 3.816 -2.112 -3.198 -0.486
C 3.089 -1.529 -2.242 0.296
C 3.500 -1.719 -0.895 -0.197
C 2.802 -1.183 0.143 -0.200
C 1.683 -0.350 -0.076 0.111
C 0.567 -0.010 0.958 -0.484
C 0.739 1.454 1.266 0.005
C 0.436 1.974 2.569 -0.230
C 0.566 3.339 2.826 -0.203
C 0.950 4.224 1.793 -0.246
C 1.241 3.721 0.511 -0.209
C 1.180 2.386 0.270 -0.201
C 1.272 -0.221 -1.474 -0.336
C 1.954 -0.756 -2.547 -0.214
H 4.047 -2.692 -5.086 0.212
H 2.305 -2.507 -4.636 0.190
H 3.320 -1.042 -4.951 0.184
H 4.421 -2.274 -0.709 0.237
H 3.028 -1.361 1.199 0.235
H 0.669 -0.589 1.905 0.238
H 0.057 1.263 3.294 0.211
H 0.416 3.683 3.855 0.211
H 1.045 5.267 2.028 0.208
H 1.554 4.423 -0.275 0.207
H 1.408 1.991 -0.726 0.188
H 0.240 0.151 -1.781 0.266
H 1.608 -0.493 -3.562 0.233
```

Its multiplicity is 1. Its molar mass is 346.16 g/mol. Its LUMO energy is -0.03 eV. Its gap between HOMO and LUMO is 7.440 eV.

---

2 unconnected molecules or ions with the total composition C19H18Br2N2O2S, computed with ωB97M-V with the def2-TZVPD basis set.

XYZ file:
```
44
Properties=species:S:1:pos:R:3:nbo_charge:R:1
C 2.161 4.152 4.246 -0.259
O 2.301 2.786 3.793 -0.486
C 1.666 2.450 2.643 0.330
C 0.877 3.367 1.904 -0.270
C 0.218 2.934 0.772 -0.171
C 0.293 1.578 0.332 -0.153
C -0.483 1.065 -0.742 -0.034
C -1.762 1.522 -1.095 -0.139
C -2.379 1.101 -2.328 -0.160
C -3.682 1.373 -2.625 -0.181
Br -4.494 0.764 -4.208 0.092
C -4.556 2.139 -1.683 0.423
O -5.746 2.370 -1.914 -0.544
C -3.887 2.587 -0.435 -0.165
Br -4.953 3.475 0.842 0.087
C -2.573 2.307 -0.199 -0.188
C 1.167 0.706 1.046 -0.144
C 1.814 1.112 2.185 -0.262
H 2.717 4.183 5.181 0.207
H 2.592 4.854 3.519 0.184
H 1.107 4.408 4.419 0.184
H 0.770 4.401 2.243 0.217
H -0.381 3.660 0.223 0.224
H -0.094 0.184 -1.264 0.265
H -1.779 0.519 -3.025 0.229
H -2.147 2.659 0.733 0.232
H 1.260 -0.315 0.672 0.232
H 2.441 0.433 2.759 0.229
C -0.962 -2.944 -1.127 -0.241
C -0.367 -4.348 -1.054 -0.224
N 1.058 -4.076 -1.093 -0.437
C 2.174 -4.994 -1.018 -0.202
C 3.403 -4.113 -1.270 -0.528
S 2.955 -2.353 -1.180 0.291
C 1.262 -2.731 -1.149 0.278
N 0.180 -2.002 -1.161 -0.560
H -1.579 -2.839 -2.031 0.201
H -1.595 -2.742 -0.253 0.202
H -0.658 -4.859 -0.130 0.192
H -0.672 -4.960 -1.909 0.193
H 2.254 -5.469 -0.029 0.190
H 2.089 -5.793 -1.766 0.204
H 4.201 -4.282 -0.541 0.233
H 3.791 -4.272 -2.284 0.225
```

Its multiplicity is 1. Its molar mass is 498.24 g/mol. Its LUMO energy is -0.94 eV. Its gap between HOMO and LUMO is 6.660 eV. As for the structure (SMILES): COc1ccc(C=C2C=C(Br)C(=O)C(Br)=C2)cc1.C1CN2CCSC2=N1.

---

A molecular structure, C19H18BrHfN5S3, computed with ωB97M-V with the def2-TZVPD basis set.

XYZ file:
```
47
Properties=species:S:1:pos:R:3:nbo_charge:R:1
Hf -0.156 0.187 0.139 2.618
C -3.252 -1.166 -1.867 -0.683
C -2.775 -1.786 -0.598 0.107
N -1.680 -1.423 0.118 -0.764
C -1.555 -2.257 1.248 0.061
C -2.532 -3.181 1.373 -0.356
S -3.634 -3.061 0.075 0.754
C -0.409 -2.060 2.127 0.174
C -0.052 -2.794 3.202 -0.394
S 1.383 -2.174 3.898 0.776
C 1.484 -0.965 2.747 0.102
N 0.466 -0.990 1.842 -0.801
C 2.612 0.006 2.778 -0.680
H -2.579 -0.397 -2.226 0.211
H -4.246 -0.735 -1.727 0.292
H -3.339 -1.929 -2.643 0.301
H -2.665 -3.926 2.142 0.304
H -0.540 -3.659 3.624 0.307
H 3.203 -0.141 3.681 0.296
H 2.250 1.034 2.784 0.248
H 3.276 -0.143 1.925 0.262
N 5.232 5.046 0.235 -0.728
C 5.263 3.720 0.075 -0.010
S 6.605 2.795 0.002 0.154
C 3.941 3.010 0.079 0.095
C 2.790 3.520 0.701 -0.225
C 1.636 2.774 0.738 0.071
N 1.543 1.536 0.179 -0.770
C 2.664 1.044 -0.433 0.012
C 3.841 1.732 -0.505 -0.187
H 6.113 5.541 0.287 0.452
H 4.399 5.609 0.198 0.407
H 2.787 4.482 1.196 0.275
H 0.751 3.161 1.230 0.233
H 2.602 0.044 -0.871 0.220
H 4.715 1.307 -0.983 0.307
Br -1.991 2.162 0.063 0.307
C -1.444 1.901 -1.794 0.174
C -1.967 2.683 -2.787 -0.234
C -1.529 2.383 -4.083 -0.025
C -0.623 1.349 -4.295 -0.196
C -0.156 0.624 -3.215 0.101
N -0.566 0.898 -1.952 -0.716
H -2.675 3.478 -2.592 0.302
H -1.905 2.963 -4.919 0.298
H -0.280 1.104 -5.292 0.301
H 0.549 -0.189 -3.338 0.252
```

Its multiplicity is 1. Its molar mass is 670.98 g/mol. Its LUMO energy is -14.58 eV. Its gap between HOMO and LUMO is 3.682 eV. Its charge is +4.

---

C19H18BrN3O5 in the gas phase, computed with ωB97M-V with the def2-TZVPD basis set.

XYZ file:
```
46
Properties=species:S:1:pos:R:3:nbo_charge:R:1
C 2.193 -3.268 -5.186 -0.634
C 2.938 -2.583 -4.093 -0.068
O 2.009 -2.606 -2.924 -0.527
C 2.685 -2.115 -1.879 0.910
O 3.858 -1.788 -1.961 -0.622
N 1.912 -2.074 -0.726 -0.470
C 2.569 -2.002 0.507 0.214
C 3.834 -1.511 0.769 -0.252
C 4.233 -1.352 2.106 -0.214
C 3.355 -1.721 3.140 -0.240
C 2.070 -2.230 2.854 -0.073
Br 0.826 -2.584 4.225 0.084
C 1.684 -2.427 1.523 -0.116
C 0.472 -2.833 0.823 -0.102
N -0.460 -3.825 1.222 0.500
O -0.159 -4.666 2.089 -0.416
O -1.582 -3.832 0.629 -0.526
C 0.562 -2.473 -0.527 0.078
H 2.718 -3.199 -6.141 0.224
H 2.070 -4.332 -4.966 0.214
H 1.189 -2.865 -5.337 0.210
H 3.860 -3.121 -3.860 0.211
H 3.175 -1.547 -4.345 0.197
H 4.493 -1.236 -0.050 0.254
H 5.222 -0.948 2.352 0.220
H 3.668 -1.612 4.172 0.226
H 0.195 -3.205 -1.286 0.199
C -0.016 0.830 -2.020 -0.705
C -1.028 -0.060 -1.309 0.548
C -0.805 -1.506 -1.383 -0.222
N -2.031 -2.236 -1.463 -0.258
C -3.171 -1.858 -0.807 0.096
C -4.317 -2.626 -0.850 -0.225
C -4.362 -3.830 -1.551 -0.127
C -3.212 -4.143 -2.283 -0.220
C -2.089 -3.350 -2.276 0.057
O -1.979 0.484 -0.754 -0.582
H 0.958 0.334 -2.031 0.216
H -0.290 1.049 -3.073 0.239
H 0.062 1.812 -1.517 0.246
H -0.193 -1.648 -2.340 0.228
H -3.121 -0.917 -0.267 0.286
H -5.142 -2.294 -0.250 0.237
H -5.205 -4.510 -1.484 0.237
H -3.153 -5.084 -2.819 0.236
H -1.160 -3.595 -2.815 0.232
```

Its multiplicity is 1. Its molar mass is 448.27 g/mol. Its LUMO energy is -0.97 eV. Its gap between HOMO and LUMO is 5.911 eV.

---

C19H18Cl2N2O5 in the gas phase, computed with ωB97M-V with the def2-TZVPD basis set.

XYZ file:
```
46
Properties=species:S:1:pos:R:3:nbo_charge:R:1
O -1.810 -0.761 0.606 -0.622
C -2.749 -1.374 0.167 0.834
C -4.111 -0.795 -0.151 -0.536
C -4.061 0.703 -0.180 -0.079
C -4.733 1.497 0.745 -0.006
Cl -5.701 0.766 1.977 0.009
C -4.655 2.881 0.714 -0.234
C -3.883 3.497 -0.254 -0.184
C -3.195 2.738 -1.184 -0.231
C -3.287 1.356 -1.140 0.002
Cl -2.420 0.415 -2.302 0.037
O -2.719 -2.687 -0.073 -0.485
C -1.441 -3.289 0.105 -0.166
C -0.467 -2.588 -0.859 0.671
O -0.860 -2.298 -1.972 -0.630
N 0.794 -2.333 -0.451 -0.435
C 1.346 -2.479 0.879 -0.219
C 1.363 -1.109 1.570 -0.252
N 2.135 -0.178 0.770 -0.421
C 3.377 0.159 1.203 0.628
O 3.823 -0.273 2.258 -0.629
C 4.205 1.097 0.424 0.147
C 5.531 1.365 0.660 -0.224
C 5.912 2.355 -0.269 -0.320
C 4.795 2.629 -0.998 0.111
O 3.762 1.878 -0.593 -0.401
C 1.595 -0.038 -0.562 -0.232
C 1.581 -1.411 -1.251 -0.238
H -4.814 -1.145 0.606 0.263
H -4.424 -1.194 -1.118 0.262
H -5.192 3.463 1.445 0.230
H -3.816 4.573 -0.281 0.222
H -2.588 3.208 -1.940 0.230
H -1.564 -4.334 -0.180 0.224
H -1.151 -3.202 1.153 0.196
H 0.792 -3.207 1.467 0.211
H 2.375 -2.840 0.774 0.207
H 1.829 -1.180 2.554 0.250
H 0.341 -0.730 1.655 0.226
H 6.136 0.899 1.410 0.245
H 6.878 2.803 -0.377 0.233
H 4.613 3.313 -1.803 0.205
H 2.170 0.671 -1.149 0.238
H 0.563 0.320 -0.476 0.216
H 1.122 -1.338 -2.237 0.252
H 2.600 -1.800 -1.344 0.194
```

Its multiplicity is 1. Its molar mass is 425.27 g/mol. Its LUMO energy is 0.68 eV. Its gap between HOMO and LUMO is 9.408 eV. As for the structure (SMILES): O=C(Cc1c(Cl)cccc1Cl)OCC(=O)N1CCN(C(=O)c2ccco2)CC1.

---

A molecular structure, C19H18Cl2N4O6S2V, computed with ωB97M-V with the def2-TZVPD basis set.

XYZ file:
```
52
Properties=species:S:1:pos:R:3:nbo_charge:R:1
V -0.518 0.651 0.220 1.088
Cl -1.146 1.041 2.672 0.149
C -2.664 0.169 2.765 -0.090
C -3.077 -0.230 4.020 -0.222
C -4.287 -0.891 4.157 -0.225
C -5.059 -1.131 3.031 -0.224
C -4.617 -0.717 1.786 -0.077
Cl -5.641 -1.055 0.423 0.004
C -3.397 -0.054 1.591 -0.094
S -2.870 0.449 -0.001 -0.168
H -2.452 -0.020 4.877 0.223
H -4.626 -1.215 5.131 0.213
H -6.007 -1.645 3.106 0.222
O 3.260 0.223 1.596 -0.695
C 2.350 0.976 1.259 0.714
O 1.388 0.617 0.459 -0.813
C 2.202 2.413 1.820 0.690
O 3.151 3.176 1.727 -0.657
O 1.046 2.617 2.317 -0.810
C -0.550 4.362 -1.949 -0.670
C -0.524 2.941 -1.488 0.282
N -0.530 2.641 -0.232 -0.237
O -0.594 3.695 0.651 -0.575
C -0.488 1.841 -2.425 0.011
C -0.391 2.005 -3.906 -0.654
N -0.489 0.645 -1.872 -0.051
O -0.485 -0.405 -2.570 -0.516
H -1.108 4.974 -1.247 0.252
H -0.984 4.438 -2.943 0.218
H 0.472 4.749 -1.984 0.242
H -0.003 3.394 1.413 0.517
H 0.200 2.881 -4.172 0.208
H -1.374 2.100 -4.378 0.215
H 0.080 1.113 -4.316 0.251
N 1.205 -1.563 2.596 -0.782
C 1.003 -1.924 1.312 0.400
S -0.601 -1.909 0.710 -0.204
N 2.108 -2.252 0.646 -0.594
C 2.343 -2.684 -0.683 0.226
C 3.651 -3.100 -0.937 -0.255
C 4.019 -3.534 -2.197 -0.210
C 3.083 -3.557 -3.222 -0.237
C 1.791 -3.128 -2.968 -0.177
C 1.407 -2.690 -1.707 -0.254
H 0.412 -1.122 3.035 0.412
H 2.111 -1.176 2.833 0.416
H 2.949 -1.883 1.083 0.430
H 4.381 -3.074 -0.136 0.207
H 5.039 -3.849 -2.376 0.206
H 3.365 -3.891 -4.213 0.204
H 1.057 -3.103 -3.763 0.216
H 0.411 -2.311 -1.554 0.276
```

Its multiplicity is 3. Its molar mass is 584.36 g/mol. Its LUMO energy (spin up / spin down) is 2.20 / 2.55 eV. Its gap between HOMO and LUMO (spin up / spin down) is 7.365 / 7.732 eV. Its charge is -1. Its expectation value of S² is 2.02.

---

The evaluated electronic energy for the records listed, in turn: -32914.9800, -177988.6573, -131261.0030, -104739.8788, -58258.3532, -110647.3914 eV.